(1)
{"formula": "C29H45BrN14O3", "method": "ωB97M-V/def2-TZVPD", "elements": ["C", "N", "C", "C", "O", "C", "N", "Br", "C", "O", "O", "H", "H", "H", "H", "H", "H", "H", "H", "H", "C", "C", "N", "H", "H", "H", "C", "C", "N", "H", "H", "H", "C", "C", "N", "H", "H", "H", "C", "C", "N", "H", "H", "H", "C", "C", "N", "H", "H", "H", "C", "C", "N", "H", "H", "H", "C", "C", "N", "H", "H", "H", "C", "C", "N", "H", "H", "H", "C", "C", "N", "H", "H", "H", "C", "C", "N", "H", "H", "H", "C", "C", "N", "H", "H", "H", "C", "C", "N", "H", "H", "H"], "coordinates": [[-0.603, 1.042, -0.051], [-0.654, -0.369, 0.489], [-1.747, -1.189, -0.142], [0.692, -1.011, 0.335], [1.348, -1.220, 1.431], [1.340, -1.381, -1.125], [2.754, -0.903, -1.230], [3.980, -2.054, -0.411], [3.140, -0.532, -2.607], [4.164, 0.231, -2.740], [2.496, -0.961, -3.814], [0.420, 1.554, 0.147], [-1.461, 1.618, 0.442], [-0.731, 0.974, -1.194], [-2.573, -0.465, -0.535], [-1.404, -1.830, -1.043], [-2.173, -1.894, 0.674], [0.672, -0.807, -1.891], [1.189, -2.505, -1.321], [2.735, -1.886, -4.060], [-0.464, -2.727, 3.856], [-1.853, -2.558, 3.425], [-2.944, -2.426, 3.079], [-0.338, -3.625, 4.467], [0.212, -2.817, 3.001], [-0.120, -1.878, 4.452], [0.021, -5.343, 0.722], [-0.465, -4.842, -0.568], [-0.847, -4.448, -1.583], [0.424, -4.536, 1.341], [-0.777, -5.822, 1.295], [0.817, -6.081, 0.594], [3.487, 1.803, -5.401], [2.993, 2.301, -6.691], [2.605, 2.693, -7.704], [3.892, 2.611, -4.786], [2.693, 1.324, -4.824], [4.283, 1.066, -5.531], [1.865, 1.866, 3.761], [0.478, 2.051, 3.317], [-0.619, 2.198, 2.965], [1.976, 0.966, 4.370], [2.549, 1.771, 2.914], [2.212, 2.709, 4.364], [6.279, 0.986, 3.278], [5.256, 1.281, 4.286], [4.451, 1.514, 5.079], [6.327, 1.764, 2.512], [7.274, 0.910, 3.725], [6.080, 0.040, 2.767], [2.222, 5.363, -3.482], [1.780, 4.052, -2.994], [1.435, 3.019, -2.614], [1.433, 5.873, -4.039], [2.515, 6.021, -2.659], [3.084, 5.276, -4.149], [5.260, -6.058, -1.612], [4.238, -5.768, -0.600], [3.433, -5.540, 0.195], [5.298, -5.281, -2.380], [6.257, -6.125, -1.168], [5.067, -7.007, -2.119], [0.415, 5.631, -7.322], [1.260, 6.686, -6.751], [1.925, 7.516, -6.302], [0.962, 5.028, -8.051], [0.044, 4.951, -6.550], [-0.458, 6.047, -7.833], [-5.422, -3.157, 0.686], [-5.904, -2.662, -0.607], [-6.283, -2.271, -1.624], [-5.024, -2.348, 1.304], [-6.220, -3.639, 1.257], [-4.623, -3.892, 0.562], [-4.273, 4.738, 2.155], [-3.231, 3.763, 2.500], [-2.405, 2.992, 2.770], [-3.952, 5.403, 1.348], [-5.191, 4.246, 1.822], [-4.535, 5.368, 3.010], [-4.924, -1.723, 6.108], [-3.857, -2.670, 6.446], [-3.017, -3.416, 6.711], [-4.626, -1.053, 5.297], [-5.833, -2.239, 5.785], [-5.193, -1.097, 6.963], [-5.941, 0.712, 0.844], [-4.585, 0.984, 0.353], [-3.519, 1.202, -0.031], [-6.703, 1.049, 0.135], [-6.104, -0.356, 1.008], [-6.135, 1.219, 1.793]], "atomic_forces_ev_per_a": [[0.3, 0.2, -0.5], [1.7, -0.8, -1.3], [-0.7, -0.2, -0.4], [1.6, -0.1, 4.3], [-2.5, 0.7, -5.4], [-2.0, 0.2, 0.3], [-1.8, 0.0, -2.5], [0.0, 0.2, -0.2], [5.3, 2.4, -0.6], [-4.9, -3.5, 0.6], [0.4, -0.1, 2.2], [-1.8, -1.0, -0.1], [1.7, -0.8, -0.9], [0.0, 0.5, 1.5], [1.7, -1.7, 0.9], [-0.4, 0.9, 1.3], [0.6, 1.2, -1.5], [1.5, -0.9, 1.2], [0.3, 1.6, 0.3], [-0.2, 0.8, 0.7], [0.4, -0.2, 0.1], [-0.1, 0.1, 0.0], [0.5, -0.1, 0.2], [-0.3, 0.1, 0.0], [-0.2, 0.2, 0.0], [-0.2, 0.0, -0.2], [0.0, -0.2, 0.3], [-0.1, 0.1, -0.2], [0.3, -0.2, 0.6], [0.0, 0.0, -0.3], [-0.1, 0.1, -0.2], [-0.1, 0.2, -0.2], [0.1, -0.1, 0.2], [-0.1, 0.1, -0.2], [0.2, -0.2, 0.6], [-0.1, 0.0, -0.2], [0.0, 0.1, -0.2], [-0.2, 0.1, -0.1], [0.0, 0.1, 0.1], [-0.2, 0.1, 0.0], [6.4, -2.8, 0.3], [-0.2, 0.1, -0.1], [-0.3, 0.0, 0.0], [-0.2, -0.1, -0.1], [0.2, -0.1, -0.2], [-0.1, 0.0, 0.2], [0.7, -0.2, -0.4], [-0.2, 0.0, 0.2], [-0.2, 0.1, 0.1], [-0.2, 0.1, 0.2], [0.1, 0.2, -0.1], [-0.1, -0.3, 0.1], [0.2, 0.6, -0.3], [0.0, -0.2, 0.1], [-0.1, -0.2, 0.0], [-0.1, -0.2, 0.1], [0.2, -0.1, -0.2], [-0.3, 0.0, 0.3], [0.6, -0.2, -0.6], [-0.2, 0.0, 0.2], [-0.2, 0.1, 0.1], [-0.2, 0.1, 0.2], [-0.2, -0.2, -0.2], [0.2, 0.3, 0.1], [-0.5, -0.6, -0.3], [0.1, 0.1, 0.2], [0.2, 0.2, 0.0], [0.2, 0.2, 0.1], [0.1, -0.1, 0.3], [-0.1, 0.0, -0.3], [0.2, -0.2, 0.6], [0.1, -0.1, -0.2], [0.0, 0.1, -0.2], [-0.1, 0.2, -0.2], [-0.1, 0.3, -0.2], [0.3, 0.0, -0.1], [-6.5, 2.6, -0.2], [0.1, -0.2, 0.1], [0.2, -0.1, 0.1], [0.2, -0.2, 0.0], [-0.2, 0.2, -0.1], [0.3, -0.3, 0.1], [-0.6, 0.6, -0.2], [0.2, -0.2, 0.1], [0.2, -0.1, 0.1], [0.2, -0.2, 0.0], [-0.2, 0.0, 0.1], [0.2, 0.1, -0.1], [-1.7, 0.3, 0.2], [0.3, 0.0, -0.1], [0.2, 0.1, -0.1], [0.3, 0.0, -0.1]], "orbital_gap_ev": 7.8, "e_homo_ev": -8.28, "e_tot_ha": -4698.0169}

---

(2)
{"formula": "C29H45ClF9OPPt", "method": "ωB97M-V/def2-TZVPD", "elements": ["Pt", "Cl", "P", "C", "H", "H", "C", "C", "C", "H", "C", "H", "H", "C", "H", "H", "C", "H", "H", "C", "H", "H", "H", "H", "C", "C", "H", "C", "H", "H", "C", "H", "H", "C", "H", "H", "C", "H", "H", "H", "H", "C", "H", "C", "H", "H", "C", "H", "H", "C", "H", "H", "C", "H", "H", "H", "H", "C", "C", "H", "C", "H", "C", "H", "H", "C", "H", "H", "C", "H", "H", "H", "H", "F", "C", "F", "F", "C", "O", "C", "F", "F", "F", "C", "F", "F", "F"], "coordinates": [[0.154, -0.765, 2.078], [1.875, -1.246, 3.541], [-0.142, 0.117, -0.578], [-1.319, -0.284, 0.773], [-2.119, -0.946, 0.427], [-1.778, 0.605, 1.229], [1.731, 0.355, -0.666], [-0.966, 1.773, -0.814], [2.254, 0.482, -2.109], [1.883, 1.309, -0.118], [3.734, 0.877, -2.131], [2.144, -0.488, -2.615], [1.685, 1.221, -2.689], [4.614, -0.086, -1.324], [4.078, 0.924, -3.174], [3.832, 1.886, -1.713], [4.048, -0.307, 0.080], [4.682, -1.049, -1.846], [5.636, 0.315, -1.258], [2.569, -0.709, 0.049], [4.626, -1.076, 0.611], [4.142, 0.617, 0.667], [2.459, -1.684, -0.453], [2.237, -0.838, 1.100], [-0.712, -1.015, -1.904], [-2.451, 1.661, -1.189], [-0.909, 2.203, 0.199], [-3.098, 3.026, -0.989], [-2.548, 1.383, -2.246], [-2.958, 0.892, -0.593], [-2.411, 4.064, -1.881], [-4.168, 2.974, -1.210], [-3.004, 3.322, 0.065], [-0.894, 4.107, -1.677], [-2.618, 3.816, -2.931], [-2.835, 5.057, -1.706], [-0.227, 2.730, -1.737], [-0.420, 4.763, -2.414], [-0.678, 4.536, -0.687], [-0.226, 2.349, -2.770], [0.824, 2.830, -1.428], [0.077, -2.322, -2.042], [-1.744, -1.284, -1.622], [-0.649, -3.251, -3.022], [1.089, -2.098, -2.419], [0.194, -2.816, -1.072], [-0.919, -2.587, -4.378], [-0.054, -4.161, -3.158], [-1.604, -3.559, -2.577], [-1.518, -1.180, -4.258], [0.022, -2.520, -4.936], [-1.600, -3.213, -4.965], [-0.743, -0.319, -3.269], [-1.529, -0.668, -5.228], [-2.559, -1.252, -3.917], [0.292, -0.181, -3.615], [-1.202, 0.675, -3.211], [-0.163, -2.800, 1.515], [-1.615, -2.828, 1.234], [0.502, -2.790, 0.636], [-2.544, -3.062, 2.345], [-1.989, -2.856, 0.204], [-1.838, -3.115, 3.713], [-3.324, -2.291, 2.360], [-3.080, -4.011, 2.158], [-0.676, -4.106, 3.666], [-1.437, -2.130, 3.993], [-2.552, -3.409, 4.489], [0.281, -3.868, 2.488], [-0.113, -4.076, 4.601], [-1.086, -5.116, 3.560], [1.272, -3.615, 2.872], [0.387, -4.796, 1.914], [2.188, 1.483, 4.742], [2.009, 2.290, 3.674], [2.348, 3.551, 4.058], [2.870, 1.906, 2.704], [0.515, 2.195, 3.110], [0.394, 1.284, 2.091], [-0.500, 1.921, 4.274], [-0.272, 2.711, 5.353], [-1.779, 2.116, 3.857], [-0.416, 0.627, 4.685], [0.172, 3.631, 2.517], [0.125, 4.631, 3.437], [1.087, 3.951, 1.562], [-1.044, 3.607, 1.906]], "atomic_forces_ev_per_a": [[0.9, -0.8, 0.8], [0.7, -0.3, 0.9], [-1.4, 0.9, -0.4], [-1.8, 0.5, 0.0], [0.8, 0.2, 0.1], [0.5, -0.1, -0.4], [0.1, 0.2, 0.3], [0.8, 0.0, -0.2], [-0.2, 0.1, -0.3], [-0.2, -0.3, -0.2], [0.1, 0.0, 0.2], [0.1, 0.3, 0.1], [0.2, -0.2, 0.2], [0.0, 0.1, 0.0], [-0.1, 0.0, 0.2], [0.0, 0.0, 0.0], [0.0, 0.1, -0.1], [0.0, 0.1, 0.0], [-0.2, -0.1, -0.1], [0.0, -0.3, 0.6], [-0.2, 0.1, -0.1], [0.0, -0.1, -0.1], [0.0, 0.2, 0.1], [0.5, 0.0, -0.9], [0.2, 0.0, -0.1], [0.0, -0.1, 0.0], [0.1, -0.3, -0.3], [0.1, 0.2, 0.0], [-0.1, 0.0, 0.2], [0.1, 0.3, -0.2], [0.0, 0.0, -0.2], [0.1, 0.0, 0.0], [0.0, 0.0, -0.1], [0.1, 0.2, 0.3], [0.0, 0.0, 0.1], [0.1, -0.1, 0.0], [0.0, 0.3, -0.3], [-0.1, 0.0, 0.1], [-0.1, 0.0, -0.2], [0.0, 0.2, 0.2], [-0.3, 0.0, -0.1], [0.1, -0.2, -0.1], [0.3, 0.2, 0.0], [-0.1, 0.1, 0.0], [-0.3, -0.2, 0.1], [-0.1, 0.0, -0.4], [0.0, 0.0, -0.2], [-0.1, 0.1, 0.0], [0.1, 0.0, 0.0], [0.0, -0.1, 0.0], [0.0, 0.0, 0.0], [0.2, 0.0, 0.0], [0.0, 0.1, -0.2], [-0.1, -0.2, 0.1], [0.1, 0.0, 0.0], [-0.3, 0.0, 0.0], [0.2, -0.4, -0.1], [-0.4, -0.4, 0.0], [0.6, -1.3, -1.0], [-0.4, -0.2, 0.3], [-0.5, -0.1, 0.5], [0.0, -0.2, 0.3], [0.1, -0.1, -0.2], [-0.2, 0.0, 0.1], [0.0, 0.1, 0.3], [-0.1, -0.2, -0.1], [-0.3, -0.1, -0.1], [0.1, 0.1, -0.1], [0.4, -0.3, 0.0], [-0.1, 0.0, 0.0], [0.0, 0.1, 0.2], [-0.1, -0.1, -0.1], [0.0, -0.1, 0.1], [0.0, 0.7, -0.7], [0.1, -0.3, 0.1], [-0.2, -1.0, -0.3], [-0.5, 0.3, 0.7], [-0.1, 0.8, -0.4], [0.3, 2.4, 1.2], [-0.1, -0.5, 0.5], [-0.3, -0.5, -0.8], [0.9, -0.1, 0.4], [-0.1, 1.1, -0.2], [-0.2, 0.1, -0.1], [0.0, -0.8, -0.9], [-0.6, -0.1, 0.7], [0.8, 0.1, 0.3]], "e_above_lowest_kj_mol": 0.0, "orbital_gap_ev": [4.7, 6.3], "multiplicity": 5, "e_homo_ev": [-4.37, -9.01], "e_tot_ha": -3026.7005, "s_squared": 6.01}

---

What max |F| values result from the calculations? In sequence: 7.03, 2.70 eV Å⁻¹.